[1]
{
  "formula": "C31H39Cl2N6O2SSiTa",
  "method": "wB97M-V/def2-TZVPD",
  "total_energy_ev": -91119.900,
  "total_charge": 2,
  "de_lowest_kj_mol": 0.0,
  "lumo_ev": -6.118,
  "gap_ha": 0.2787,
  "homo_energy_ha": -0.5036,
  "species": ["Ta", "Cl", "Cl", "S", "Si", "O", "O", "N", "N", "N", "N", "N", "N", "C", "C", "C", "C", "C", "C", "C", "C", "C", "C", "C", "C", "C", "C", "C", "C", "C", "C", "C", "C", "C", "C", "C", "C", "C", "C", "C", "C", "C", "C", "C", "H", "H", "H", "H", "H", "H", "H", "H", "H", "H", "H", "H", "H", "H", "H", "H", "H", "H", "H", "H", "H", "H", "H", "H", "H", "H", "H", "H", "H", "H", "H", "H", "H", "H", "H", "H", "H", "H", "H"],
  "coordinates": [[0.00387, 0.14509, -0.11886], [2.62177, 0.78159, 0.85120], [1.85998, -0.77056, 3.23235], [-2.27803, 0.75812, -0.88125], [-2.10189, -1.73015, 2.13025], [0.12262, -0.35854, -1.95928], [-0.42432, 1.38822, 1.32026], [-4.20887, 2.24786, 0.08571], [0.72654, 2.06366, -1.11153], [-0.76018, -1.38032, 0.98523], [1.12010, 3.57233, -2.64059], [1.16752, -1.77627, -0.04925], [-2.22973, 2.79252, 1.02658], [3.11263, -0.47116, 2.05468], [0.65898, 2.32949, -2.42144], [-0.05195, -3.74903, 0.50161], [-5.20813, 2.90547, 2.25908], [-5.25388, 2.09657, -2.15459], [-2.92058, 1.99870, 0.17202], [0.09870, -2.36684, 0.52982], [0.63820, 3.01687, 3.26336], [-1.09106, 2.50266, 1.56057], [-1.46063, -2.88965, 3.43411], [-3.50777, -2.44348, 1.14961], [-2.60657, -0.14174, 2.94956], [2.07481, -2.47638, -0.75807], [-4.83079, 3.34719, 0.85649], [-0.45082, 5.54749, 3.64643], [3.14373, -1.72197, -1.48429], [1.20804, 3.88118, 4.18164], [0.13833, 1.46764, -3.47228], [-0.59744, -0.73285, -4.18288], [-0.12151, 0.12285, -3.20200], [1.23789, 3.20354, -0.50218], [-5.13327, 1.48512, -0.76827], [1.48399, 4.14032, -1.44357], [1.99746, -3.85411, -0.77357], [-0.10980, 1.94616, -4.76180], [0.66672, 5.14674, 4.36922], [-0.59054, 1.10230, -5.74378], [-0.83173, -0.23709, -5.45310], [0.93000, -4.48467, -0.12966], [-0.48205, 3.41718, 2.53285], [-1.03031, 4.68528, 2.73451], [-5.98371, 1.53700, -2.73772], [-6.09377, 1.49260, -0.25389], [-5.71071, 3.64754, 0.28956], [-4.35206, -2.66441, 1.80589], [1.11344, 5.82164, 5.08684], [-0.52575, -2.52491, 3.86422], [2.73838, -0.82716, -1.95650], [-1.90231, 4.98292, 2.16975], [1.20761, 4.00616, -3.54475], [1.04181, 2.02285, 3.12741], [-0.78167, 1.48433, -6.73630], [-5.86542, 2.03521, 2.23771], [-4.29978, 2.06695, -2.68039], [-4.13776, 4.18313, 0.87832], [-3.84667, -1.73511, 0.39054], [1.88546, 5.13500, -1.37528], [-0.87096, 6.53158, 3.80111], [2.74646, -4.42954, -1.29701], [-4.79738, 0.45122, -0.81674], [-1.29890, -3.91212, 3.09759], [-0.77980, -1.76972, -3.93574], [0.85246, -5.56352, -0.15686], [-5.73714, 3.71110, 2.76636], [-5.58967, 3.13203, -2.10009], [3.94317, -1.41163, -0.80788], [3.31595, -1.38028, 1.50244], [-1.76575, 0.36347, 3.42868], [-3.10007, 0.55692, 2.27504], [-3.23643, -3.36973, 0.64036], [2.06782, 3.56951, 4.75864], [3.99804, -0.07187, 2.53626], [3.59183, -2.34932, -2.25107], [-1.20780, -0.89572, -6.22374], [0.05270, 2.98790, -5.00595], [1.38646, 3.26826, 0.56139], [-4.31898, 2.65984, 2.83898], [-3.32755, -0.39017, 3.73233], [-0.91322, -4.22302, 0.94463], [-2.19385, -2.93197, 4.24291]],
  "lowdin_charge": [1.64, 0.66, 0.64, 0.82, 0.43, -0.30, -0.30, -0.09, -0.06, -0.20, 0.15, -0.04, 0.15, -0.88, -0.24, 0.01, -0.05, -0.06, -0.61, -0.43, -0.03, -0.39, -0.15, -0.15, -0.14, -0.31, -0.17, -0.05, -0.02, -0.05, -0.09, 0.02, -0.32, -0.14, -0.23, -0.02, 0.00, -0.01, -0.04, -0.05, -0.03, 0.00, -0.16, 0.00, 0.09, 0.13, 0.13, 0.05, 0.12, 0.02, 0.07, 0.11, 0.17, 0.07, 0.12, 0.08, 0.06, 0.11, 0.01, 0.13, 0.12, 0.13, 0.08, 0.03, 0.13, 0.13, 0.09, 0.08, 0.08, 0.02, 0.04, 0.01, 0.04, 0.12, 0.05, 0.10, 0.12, 0.12, 0.09, 0.07, 0.06, 0.10, 0.05]
}



[2]
{
  "formula": "C31H39N10PbSbSe5Si",
  "method": "wB97M-V/def2-TZVPD",
  "total_energy_ev": -394076.556,
  "total_charge": -2,
  "de_lowest_kj_mol": 0.0,
  "lumo_ev": [3.600, 3.486],
  "gap_ha": [0.2055, 0.0692],
  "homo_energy_ha": [-0.0732, 0.0589],
  "species": ["Pb", "Sb", "Se", "Se", "Se", "Se", "Se", "Si", "N", "N", "N", "N", "N", "N", "N", "N", "N", "N", "C", "C", "C", "C", "C", "C", "C", "C", "C", "C", "C", "C", "C", "C", "C", "C", "C", "C", "C", "C", "C", "C", "C", "C", "C", "C", "C", "C", "C", "C", "C", "H", "H", "H", "H", "H", "H", "H", "H", "H", "H", "H", "H", "H", "H", "H", "H", "H", "H", "H", "H", "H", "H", "H", "H", "H", "H", "H", "H", "H", "H", "H", "H", "H", "H", "H", "H", "H", "H", "H"],
  "coordinates": [[-11.94486, -7.24744, 17.45200], [-12.39150, -2.43678, 14.89037], [-11.57383, -1.23688, 16.96226], [-8.47135, -3.11118, 14.36709], [-11.33579, -5.00780, 15.06746], [-10.96936, -1.66990, 12.93820], [-14.86156, -2.38260, 14.49816], [-10.04001, -9.27613, 14.32459], [-14.28041, -7.47803, 16.41333], [-10.63398, -9.66354, 18.16812], [-13.39417, -7.97629, 19.76051], [-16.10033, -6.42861, 17.36015], [-12.41909, -5.37162, 19.63899], [-9.59156, -4.42417, 15.40438], [-7.21982, -3.46428, 15.59576], [-9.25784, -5.92972, 17.25302], [-10.80530, -9.01594, 15.91170], [-16.47655, -8.21617, 15.90891], [-10.10488, -12.32238, 17.37287], [-16.03077, -9.47484, 15.35111], [-11.98990, -4.10214, 19.60524], [-13.57511, -7.15890, 20.81489], [-14.95436, -8.83856, 21.90539], [-8.23807, -6.38372, 18.04698], [-10.36762, -10.62419, 19.06989], [-6.98294, -5.80094, 18.25066], [-12.63138, -3.72385, 21.87371], [-17.83645, -7.84963, 15.63402], [-17.26964, -6.61660, 18.18191], [-13.12133, -5.03470, 21.93103], [-7.58707, -4.23750, 16.59959], [-15.61096, -7.38716, 16.53830], [-10.51557, -10.28577, 20.51477], [-9.76175, -7.70498, 13.32908], [-14.45386, -6.73367, 23.05254], [-12.98972, -5.85241, 20.74860], [-15.40108, -5.17974, 17.48917], [-8.31597, -10.07399, 14.50339], [-10.62020, -9.98485, 16.83458], [-13.82957, -5.48125, 23.05016], [-6.69867, -4.59018, 17.62633], [-12.04286, -3.23618, 20.69929], [-8.89156, -4.92916, 16.45070], [-13.97927, -9.18275, 19.76612], [-14.77187, -9.64702, 20.81616], [-10.39535, -11.32920, 16.43254], [-14.31859, -7.56578, 21.95501], [-11.13377, -10.47348, 13.39615], [-10.02143, -11.98481, 18.71132], [-8.42528, -7.23144, 18.67730], [-18.00284, -6.79230, 15.85280], [-15.03684, -9.74044, 15.74711], [-14.05996, -8.10547, 15.62663], [-11.02438, -11.14374, 21.04210], [-15.56372, -9.16940, 22.75527], [-11.92266, -10.89025, 14.05958], [-13.75865, -9.84462, 18.93085], [-16.04516, -4.54004, 18.08103], [-11.61366, -3.76077, 18.63522], [-11.67359, -10.04701, 12.54204], [-15.92832, -9.50721, 14.25141], [-17.37938, -7.66732, 18.44532], [-10.57642, -11.32979, 12.99513], [-18.01175, -8.02701, 14.55666], [-11.71100, -2.22852, 20.57411], [-9.65103, -12.71059, 19.44496], [-5.80899, -3.97034, 17.80034], [-9.08057, -6.97957, 13.81314], [-16.69582, -10.30128, 15.63184], [-18.19670, -6.22232, 17.77316], [-14.39834, -5.29685, 17.97115], [-15.09523, -7.00107, 23.88957], [-8.31318, -11.16829, 14.32382], [-10.68409, -7.20940, 13.06765], [-7.64120, -9.61549, 13.77825], [-13.90185, -4.79709, 23.87194], [-15.24321, -4.76212, 16.46148], [-9.98209, -13.37843, 16.99795], [-9.28114, -8.03282, 12.40295], [-15.17882, -10.65636, 20.68516], [-11.10213, -9.37101, 20.68789], [-10.37015, -11.56651, 15.38005], [-18.55995, -8.47865, 16.20876], [-17.10200, -6.12910, 19.18212], [-7.84312, -9.89868, 15.50150], [-12.79079, -3.10423, 22.74041], [-9.53965, -10.14476, 21.06116], [-6.28305, -6.32334, 18.88540]],
  "lowdin_charge": [1.30, -0.17, -0.28, 0.89, 0.43, -0.30, -0.29, 0.41, -0.01, 0.06, 0.03, -0.17, 0.03, -0.64, -0.32, 0.03, -0.18, -0.15, -0.11, -0.09, -0.12, -0.17, -0.14, -0.16, -0.34, -0.11, -0.01, -0.09, -0.13, -0.17, -0.39, -0.43, -0.07, -0.20, -0.12, -0.17, -0.05, -0.18, -0.53, -0.05, -0.04, -0.03, -0.44, -0.15, -0.16, -0.09, -0.17, -0.20, -0.08, 0.08, 0.08, 0.08, 0.02, 0.08, 0.05, 0.03, 0.10, 0.08, 0.05, 0.02, 0.09, 0.06, 0.02, 0.09, 0.09, 0.09, 0.11, 0.03, 0.08, 0.07, 0.06, 0.08, 0.02, -0.01, 0.01, 0.09, 0.05, 0.11, 0.02, 0.06, 0.06, 0.05, 0.09, 0.09, 0.04, 0.10, 0.09, 0.09]
}



[3]
{
  "formula": "C31H39N5O3V",
  "method": "wB97M-V/def2-TZVPD",
  "multiplicity": 2,
  "total_energy_ev": -72061.410,
  "total_charge": 0,
  "de_lowest_kj_mol": 0.0,
  "lumo_ev": [0.503, 0.507],
  "gap_ha": [0.2918, 0.3086],
  "homo_energy_ha": [-0.2733, -0.2899],
  "species": ["V", "O", "O", "O", "N", "N", "N", "N", "N", "C", "C", "C", "C", "C", "C", "C", "C", "C", "C", "C", "C", "C", "C", "C", "C", "C", "C", "C", "C", "C", "C", "C", "C", "C", "C", "C", "C", "C", "C", "C", "H", "H", "H", "H", "H", "H", "H", "H", "H", "H", "H", "H", "H", "H", "H", "H", "H", "H", "H", "H", "H", "H", "H", "H", "H", "H", "H", "H", "H", "H", "H", "H", "H", "H", "H", "H", "H", "H", "H"],
  "coordinates": [[-11.53198, -10.56335, 1.25788], [-11.66963, -8.60033, 1.86096], [-10.87444, -11.08359, 2.60629], [-11.51067, -12.43356, 0.33334], [-8.14604, -10.96624, 3.52206], [-10.72195, -13.11536, 5.20282], [-9.58382, -10.07659, 0.24127], [-13.53384, -11.02062, 2.07181], [-12.67301, -9.79992, -0.59895], [-12.03958, -14.70720, -0.20937], [-14.20112, -10.15839, -2.39372], [-13.38836, -10.60556, -1.37958], [-13.43904, -7.95942, -1.88553], [-12.00646, -14.77935, 6.36409], [-7.95974, -10.45578, -1.43655], [-14.26190, -8.78464, -2.62323], [-12.14527, -15.51359, 5.20229], [-11.06130, -7.99005, 4.11997], [-14.20446, -12.09136, 1.68523], [-15.23579, -10.61336, 3.68252], [-15.92104, -11.75236, 3.29314], [-7.24674, -11.79395, 5.57098], [-11.20569, -13.64952, 6.31730], [-14.06290, -10.27919, 3.03865], [-9.22470, -10.60970, -0.92326], [-9.68168, -13.97288, 0.24104], [-11.56383, -7.56552, 2.74110], [-7.70640, -12.06745, 2.92331], [-7.86682, -10.81055, 4.80148], [-6.98050, -13.04736, 3.57388], [-7.40422, -9.17362, 0.49064], [-6.78993, -12.92907, 4.94128], [-11.03148, -13.55664, -0.29770], [-8.71439, -9.33011, 0.89781], [-7.00203, -9.79757, -0.68072], [-12.67023, -8.50310, -0.87373], [-15.35613, -12.54781, 2.31008], [-10.73998, -6.40930, 2.17787], [-10.92946, -13.78617, 4.07540], [-11.55740, -15.02516, 4.04564], [-6.26450, -13.69041, 5.50525], [-6.72980, -8.57534, 1.08549], [-11.72244, -8.77092, 4.50743], [-11.12922, -6.01157, 1.24023], [-10.59819, -5.60944, 2.91093], [-15.60897, -9.94104, 4.44228], [-8.31519, -9.97164, 5.32792], [-12.61088, -16.49084, 5.16497], [-6.59781, -13.86846, 2.98110], [-9.79176, -14.19472, 1.30577], [-11.70224, -15.52727, -0.85745], [-8.88081, -13.26894, 0.02634], [-12.08725, -15.12744, 0.79851], [-12.13006, -7.87200, -0.17660], [-13.72782, -12.72023, 0.94024], [-9.99767, -11.13688, -1.46885], [-13.27460, -11.66887, -1.19153], [-9.38409, -14.94400, -0.18221], [-13.42589, -6.88770, -2.03085], [-10.04412, -8.39078, 4.16647], [-9.71588, -6.75239, 1.97393], [-12.56219, -7.11725, 2.95811], [-8.01577, -12.16692, 1.88683], [-14.92626, -8.37116, -3.37212], [-10.97754, -13.09014, 7.22050], [-12.44109, -15.09484, 7.30328], [-9.06742, -8.84461, 1.79650], [-16.86564, -12.00971, 3.75653], [-14.68131, -10.85953, -3.06104], [-15.80923, -13.45907, 1.94770], [-10.96854, -13.37165, -1.39524], [-7.70490, -10.90520, -2.38731], [-10.58204, -13.33326, 3.15286], [-7.13774, -11.61920, 6.63309], [-13.55673, -9.34411, 3.24480], [-11.74936, -15.55103, 3.11872], [-5.97295, -9.69821, -1.00251], [-11.10943, -7.15976, 4.83397], [-13.01013, -14.40241, -0.60051]],
  "lowdin_charge": [0.89, -0.34, -0.31, -0.35, 0.07, 0.08, 0.03, 0.02, 0.01, -0.07, -0.05, -0.13, -0.05, -0.08, -0.06, -0.06, -0.09, -0.06, -0.11, -0.04, -0.06, -0.08, -0.16, -0.09, -0.12, -0.06, -0.61, -0.15, -0.15, -0.07, -0.04, -0.09, -0.61, -0.13, -0.06, -0.11, -0.04, -0.06, -0.14, -0.07, 0.10, 0.11, 0.07, 0.07, 0.07, 0.11, 0.10, 0.10, 0.10, 0.07, 0.08, 0.06, 0.06, 0.10, 0.09, 0.11, 0.10, 0.08, 0.11, 0.06, 0.06, 0.12, 0.09, 0.11, 0.10, 0.10, 0.09, 0.11, 0.11, 0.11, 0.12, 0.11, 0.07, 0.10, 0.10, 0.09, 0.11, 0.07, 0.07]
}